Entry 1:
An isolated molecule of C4H8O3. Source: OMol25; level of theory: ωB97M-V/def2-TZVPD.

```
15
Properties=species:S:1:pos:R:3:forces:R:3:nbo_charge:R:1
C -1.418 1.102 -0.863 0.0 0.0 0.0 -0.62
C -0.443 0.512 0.140 0.0 0.0 -0.3 0.07
O -1.043 0.572 1.417 0.2 0.0 0.2 -0.72
C -0.061 -0.942 -0.210 -0.2 0.0 0.0 -0.11
O 1.307 -1.059 -0.643 0.1 0.0 0.1 -0.49
C 2.207 -0.864 0.319 0.0 0.1 0.3 0.65
O 1.955 -0.594 1.469 0.1 -0.1 -0.5 -0.61
H -2.338 0.508 -0.902 0.1 0.1 0.0 0.21
H -0.966 1.119 -1.860 -0.1 0.0 0.1 0.21
H -1.680 2.125 -0.578 0.0 -0.1 0.0 0.22
H 0.479 1.111 0.126 -0.1 -0.1 0.0 0.17
H -0.360 0.307 2.051 -0.1 0.0 0.0 0.48
H -0.645 -1.338 -1.044 0.1 0.1 0.1 0.20
H -0.213 -1.576 0.668 0.0 0.1 -0.1 0.20
H 3.220 -0.982 -0.090 -0.1 0.0 0.1 0.13
```
Forces are in eV/Å.

For the frontier orbital gap, the calculation gives 11.281 eV. For the total energy, the calculation gives -10420.037 eV. The spin multiplicity is 1. Its SMILES is C[C@@H](O)COC=O.

Entry 2:
A cluster of 2 separate species, C4H8O3 in total. Source: OMol25; level of theory: ωB97M-V/def2-TZVPD.

```
15
Properties=species:S:1:pos:R:3:forces:R:3:nbo_charge:R:1
C 1.965 0.710 -0.212 0.2 0.1 -0.1 -0.27
O 0.933 -0.549 1.292 -0.3 -0.1 -0.1 -0.65
C -0.156 -1.106 0.982 0.0 -0.1 0.2 0.75
O -0.548 -2.252 1.205 0.1 0.3 0.0 -0.66
C -1.240 -0.204 0.239 0.2 0.2 0.1 -0.04
C -0.623 0.763 -0.712 0.0 0.0 -0.1 -0.42
O -2.125 -1.057 -0.416 0.0 -0.1 0.0 -0.71
H 2.401 -0.275 -0.130 -0.1 0.1 -0.1 0.25
H 2.139 1.378 0.623 -0.1 -0.1 -0.1 0.23
H 2.010 1.166 -1.202 -0.1 0.0 0.2 0.20
H -1.729 0.338 1.067 0.1 -0.1 -0.1 0.19
H 0.501 0.792 -0.387 0.0 -0.1 0.0 0.17
H -0.920 1.812 -0.628 0.1 -0.2 0.0 0.23
H -0.647 0.404 -1.743 0.0 0.1 0.1 0.24
H -1.961 -1.919 0.023 -0.1 0.0 -0.1 0.50
```
Forces are in eV/Å.

For the frontier orbital gap (spin up / spin down), the calculation gives 7.433 / 7.431 eV. For the total energy, the calculation gives -10416.138 eV. The spin multiplicity is 1.

Entry 3:
A structure of composition C4H8O3. Source: OMol25; level of theory: ωB97M-V/def2-TZVPD.

```
15
Properties=species:S:1:pos:R:3:forces:R:3:nbo_charge:R:1
O 1.087 -0.604 -0.380 -0.8 -0.9 -0.3 -0.51
C 0.987 -0.078 -1.722 0.1 0.0 -0.7 -0.07
C -0.514 0.174 -1.556 -0.2 0.0 -0.4 -0.56
C -0.334 -0.638 -0.314 -0.1 -1.4 -0.4 0.82
O -1.061 -1.376 0.289 0.9 0.6 -0.6 -0.56
C -0.034 0.607 1.886 0.4 0.6 0.3 -0.27
O -0.408 -0.522 2.629 0.0 0.0 0.2 -0.73
H 0.485 0.403 0.935 -0.8 0.5 1.2 0.18
H 1.217 -0.910 -2.383 0.0 0.2 -0.4 0.19
H 1.610 0.790 -1.944 0.1 -0.2 0.4 0.20
H -1.184 -0.378 -2.208 -0.1 0.2 -0.3 0.24
H -0.817 1.221 -1.475 0.1 -0.3 0.2 0.25
H 0.795 1.073 2.402 -0.1 0.4 0.7 0.19
H -0.859 1.328 1.760 0.2 -0.1 0.0 0.15
H -0.970 -1.089 2.079 0.3 0.2 0.1 0.49
```
Forces are in eV/Å.

For the frontier orbital gap, the calculation gives 10.454 eV. For the total energy, the calculation gives -10418.022 eV. The spin multiplicity is 1.

Calculated strongest force on any atom in order - 0.010, 0.007, 0.030 Eh/bohr
Calculated energy relative to the best compared isomer or geometry (same formula, charge and spin) in order - 0.966, 4.866, 2.981 eV